# 1
# C48H42BN6O3PRbS

A molecular structure, C48H42BN6O3PRbS (ωB97M-V/def2-TZVPD, the Open Molecules 2025 dataset).

frontier orbital gap = 7.90 eV
total charge = -1
DFT total energy = -87004.466 eV
molar mass = 910.22 g/mol

Last column: Mulliken charge in e.
Cartesian coordinates (Å):
1 Rb -1.074 0.320 -0.097  1.078
2 C 2.629 4.217 -3.629  -1.277
3 C 2.496 3.002 -2.770  0.671
4 C 3.423 2.001 -2.580  -1.416
5 C 2.834 1.146 -1.631  -0.389
6 N 1.624 1.574 -1.303  0.109
7 N 1.416 2.712 -2.004  0.913
8 B 0.238 3.672 -1.668  -1.297
9 N 0.285 4.060 -0.180  0.216
10 N 0.160 3.151 0.806  0.528
11 C 0.312 3.811 1.946  0.450
12 C 0.539 5.180 1.700  -1.341
13 C 0.508 5.295 0.329  0.598
14 C 0.678 6.521 -0.507  -1.373
15 C 0.224 3.117 3.242  0.334
16 C -0.193 1.789 3.300  0.229
17 C -0.295 1.115 4.503  -0.700
18 C 0.027 1.766 5.688  -0.594
19 C 0.448 3.087 5.647  -0.642
20 C 0.544 3.758 4.436  -0.706
21 N -1.148 3.066 -2.027  1.973
22 N -2.123 2.907 -1.111  -0.975
23 C -3.217 2.558 -1.776  0.134
24 C -2.954 2.493 -3.159  -1.511
25 C -1.621 2.829 -3.274  0.660
26 C -0.772 2.950 -4.494  -1.276
27 C -4.459 2.238 -1.052  0.655
28 C -5.690 2.242 -1.701  -0.547
29 C -6.847 1.895 -1.019  -0.629
30 C -6.789 1.534 0.319  -0.477
31 C -5.566 1.531 0.975  -0.722
32 C -4.414 1.888 0.296  -0.046
33 C 3.474 0.020 -0.932  0.796
34 C 4.552 -0.649 -1.508  -0.529
35 C 5.232 -1.634 -0.805  -0.797
36 C 4.831 -1.978 0.478  -0.386
37 C 3.744 -1.330 1.053  -0.632
38 C 3.075 -0.335 0.358  -0.258
39 H 3.599 4.193 -4.123  0.366
40 H 2.562 5.135 -3.045  0.143
41 H 1.854 4.262 -4.395  0.167
42 H 4.406 1.940 -3.017  0.413
43 H 0.398 4.661 -2.334  -0.127
44 H 0.685 5.977 2.410  0.401
45 H 0.797 7.385 0.147  0.379
46 H -0.186 6.690 -1.150  0.277
47 H 1.558 6.452 -1.148  0.166
48 H -0.434 1.309 2.365  0.045
49 H -0.641 0.089 4.514  0.532
50 H -0.053 1.248 6.636  0.402
51 H 0.702 3.602 6.566  0.364
52 H 0.877 4.789 4.420  0.327
53 H -3.621 2.213 -3.956  0.418
54 H -1.354 2.669 -5.371  0.409
55 H 0.106 2.305 -4.436  0.258
56 H -0.423 3.977 -4.625  0.170
57 H -5.742 2.518 -2.747  0.335
58 H -7.798 1.898 -1.539  0.363
59 H -7.690 1.241 0.843  0.353
60 H -5.503 1.221 2.010  0.362
61 H -3.460 1.881 0.806  0.644
62 H 4.865 -0.391 -2.513  0.354
63 H 6.072 -2.141 -1.266  0.390
64 H 5.352 -2.754 1.025  0.421
65 H 3.422 -1.600 2.051  0.480
66 H 2.251 0.203 0.811  0.723
67 O -2.942 -1.568 -0.651  -0.745
68 S -3.200 -2.057 0.702  1.201
69 O -4.597 -2.120 1.068  -0.792
70 O -2.352 -1.380 1.691  -0.547
71 C -2.663 -3.788 0.732  -0.410
72 C -3.645 -4.730 1.031  -0.491
73 C -3.332 -6.073 1.138  -0.596
74 C -2.019 -6.493 0.962  -0.782
75 C -1.045 -5.560 0.664  -0.296
76 C -1.349 -4.202 0.528  0.021
77 P 0.023 -3.034 0.133  1.219
78 C 0.830 -3.866 -1.284  -0.044
79 C 0.151 -4.720 -2.152  -0.627
80 C 0.777 -5.208 -3.292  -0.686
81 C 2.085 -4.851 -3.581  -0.623
82 C 2.763 -3.986 -2.731  -0.806
83 C 2.137 -3.490 -1.601  0.146
84 C 1.104 -3.425 1.562  0.693
85 C 0.785 -2.749 2.742  -0.746
86 C 1.533 -2.946 3.891  -0.532
87 C 2.618 -3.815 3.873  -0.574
88 C 2.937 -4.494 2.706  -0.744
89 C 2.180 -4.304 1.557  -0.028
90 H -4.655 -4.379 1.187  0.596
91 H -4.109 -6.791 1.370  0.375
92 H -1.756 -7.539 1.061  0.407
93 H -0.019 -5.884 0.529  0.368
94 H -0.872 -5.001 -1.942  0.436
95 H 0.235 -5.869 -3.958  0.405
96 H 2.571 -5.232 -4.470  0.375
97 H 3.779 -3.685 -2.954  0.447
98 H 2.666 -2.800 -0.954  0.058
99 H -0.064 -2.071 2.749  0.411
100 H 1.279 -2.412 4.799  0.415
101 H 3.212 -3.961 4.767  0.354
102 H 3.779 -5.175 2.689  0.417
103 H 2.444 -4.833 0.650  0.369



# 2
# C48H42F6N8O6RuSSeTe

A molecular structure, C48H42F6N8O6RuSSeTe in a non-equilibrium geometry (ωB97M-V/def2-TZVPD, the Open Molecules 2025 dataset).

frontier orbital gap (spin up / spin down) = 6.35 / 3.08 eV
multiplicity = 6
total charge = -1
DFT total energy = -177021.235 eV
⟨S²⟩ = 8.781
molar mass = 1280.60 g/mol

Last column: Mulliken spin population.
Cartesian coordinates (Å):
1 Ru 1.720 -0.607 0.888  2.752
2 N 2.641 -3.352 6.178  0.006
3 C 1.753 -2.790 5.685  -0.002
4 N 0.775 -2.074 5.049  0.015
5 C 1.209 -1.525 3.958  -0.002
6 N 1.520 -1.030 2.963  -0.012
7 Se 6.159 0.306 2.945  0.032
8 C 4.648 -0.158 2.075  0.038
9 N 3.776 -0.490 1.426  -0.061
10 O 1.738 1.852 1.516  0.023
11 C 1.537 2.860 0.792  0.014
12 N 0.432 3.060 0.098  0.014
13 S 0.348 4.615 -0.485  0.002
14 O -0.615 5.385 0.356  0.001
15 O 0.088 4.601 -1.925  0.000
16 C 2.022 5.087 -0.022  -0.005
17 C 2.845 6.136 -0.299  0.001
18 C 4.169 6.082 0.177  0.000
19 C 4.540 5.084 1.104  0.000
20 C 3.725 4.004 1.389  0.003
21 C 2.492 3.998 0.769  0.010
22 H 2.481 7.015 -0.862  0.000
23 H 4.990 6.780 -0.039  0.000
24 H 5.555 5.341 1.429  0.000
25 H 3.969 3.128 1.932  0.001
26 C 1.973 -6.405 3.757  0.002
27 N 2.196 -4.960 3.431  0.006
28 N 1.528 -4.417 2.417  0.006
29 C 2.374 -3.544 1.713  -0.012
30 O 2.077 -2.921 0.698  0.048
31 C 3.656 -3.602 2.415  0.002
32 C 3.432 -4.441 3.457  0.003
33 C 4.453 -5.019 4.366  0.000
34 C 0.108 -4.495 2.337  -0.017
35 C -0.650 -4.379 1.165  0.020
36 C -2.001 -4.551 1.277  -0.009
37 C -2.597 -4.995 2.484  0.002
38 C -1.868 -5.080 3.631  -0.002
39 C -0.559 -4.725 3.594  0.004
40 H 1.480 -6.470 4.693  0.000
41 H 2.826 -7.018 3.771  0.000
42 H 1.293 -6.773 2.999  0.000
43 H 4.528 -2.978 2.178  0.001
44 H 4.867 -5.931 4.017  0.000
45 H 4.004 -5.082 5.354  0.000
46 H 5.298 -4.352 4.466  0.000
47 H -0.025 -4.252 0.287  0.004
48 H -2.515 -4.618 0.315  0.000
49 H -3.629 -5.236 2.449  0.001
50 H -2.297 -5.286 4.595  0.000
51 H -0.073 -4.635 4.592  0.000
52 C -3.289 6.448 -4.897  0.000
53 C -3.018 5.055 -4.280  0.001
54 C -2.195 4.131 -4.850  0.004
55 C -1.850 2.951 -4.258  -0.106
56 C -0.934 2.059 -5.040  0.132
57 C -2.349 2.607 -3.021  0.174
58 Te -1.613 0.958 -1.998  0.684
59 N -0.097 -0.620 0.961  0.904
60 C -1.262 -0.768 1.623  0.011
61 O -2.024 -1.740 1.279  0.152
62 C -1.798 0.254 2.566  -0.049
63 C -1.510 1.621 2.569  0.038
64 C -2.080 2.487 3.469  -0.001
65 C -2.965 1.926 4.390  0.002
66 C -3.256 0.532 4.465  0.002
67 C -2.722 -0.279 3.484  0.013
68 C -2.899 -0.463 -3.018  0.023
69 C -3.812 -0.022 -3.967  0.007
70 C -4.859 -0.808 -4.515  -0.042
71 C -4.933 -2.127 -4.130  0.060
72 C -3.947 -2.580 -3.242  -0.027
73 C -2.897 -1.837 -2.738  -0.018
74 C -1.691 -2.471 -2.016  0.028
75 C -3.268 3.502 -2.413  -0.153
76 C -3.836 3.329 -1.054  0.088
77 C -3.530 4.766 -3.009  -0.005
78 H -3.325 6.350 -5.986  0.000
79 H -2.514 7.182 -4.563  0.000
80 H -4.257 6.772 -4.589  0.000
81 H -1.665 4.388 -5.806  0.001
82 H 0.051 2.138 -4.606  -0.037
83 H -0.896 2.354 -6.087  0.001
84 H -1.261 1.033 -4.983  0.001
85 H -0.748 1.969 1.867  -0.042
86 H -1.873 3.538 3.416  0.000
87 H -3.398 2.621 5.176  0.000
88 H -3.967 0.134 5.191  0.000
89 H -2.957 -1.328 3.390  0.000
90 H -3.906 0.988 -4.354  0.010
91 H -5.713 -0.484 -5.072  0.000
92 H -5.683 -2.847 -4.372  0.004
93 H -4.052 -3.605 -2.918  -0.001
94 H -1.623 -2.066 -0.927  0.009
95 H -0.653 -2.195 -2.420  0.005
96 H -1.829 -3.538 -2.024  0.001
97 H -3.065 3.388 -0.309  -0.012
98 H -4.375 2.385 -0.981  -0.007
99 H -4.544 4.188 -0.858  0.002
100 H -4.122 5.372 -2.375  0.000
101 C 1.901 -0.112 -3.524  0.101
102 C 2.573 -0.329 -2.191  0.029
103 O 1.745 -0.403 -1.054  0.155
104 C 3.288 -1.710 -2.280  -0.003
105 F 2.443 -2.689 -2.187  -0.001
106 F 4.110 -1.787 -1.255  0.002
107 F 4.050 -1.889 -3.368  0.001
108 C 3.605 0.821 -2.081  -0.006
109 F 4.310 0.839 -0.979  0.000
110 F 4.474 0.659 -3.134  0.001
111 F 2.991 1.959 -2.211  -0.001
112 H 1.130 -0.852 -3.658  -0.020
113 H 2.673 -0.146 -4.293  0.001
114 H 1.326 0.849 -3.507  -0.007



# 3
# C48H42LaN8O2S

A molecular structure, C48H42LaN8O2S in a non-equilibrium geometry (ωB97M-V/def2-TZVPD, the Open Molecules 2025 dataset).

frontier orbital gap (spin up / spin down) = 6.22 / 6.05 eV
multiplicity = 2
total charge = -2
DFT total energy = -78170.985 eV
⟨S²⟩ = 0.756
molar mass = 933.89 g/mol

Last column: Mulliken spin population.
Cartesian coordinates (Å):
1 La -0.020 -0.244 0.839  0.012
2 O 0.121 -0.303 3.310  -0.003
3 C 0.895 0.261 4.146  0.000
4 C 0.413 0.797 5.369  0.000
5 C 1.283 1.460 6.194  0.000
6 C 2.666 1.526 5.991  0.000
7 C 3.190 0.893 4.898  0.000
8 C 2.344 0.358 3.941  0.000
9 C 3.007 -0.253 2.811  0.000
10 N 2.495 -0.676 1.699  0.000
11 N 3.398 -1.218 0.804  0.000
12 C 2.752 -1.851 -0.139  0.001
13 O 1.482 -1.901 -0.332  -0.001
14 C 3.603 -2.668 -1.048  -0.001
15 C 4.941 -2.936 -0.689  0.000
16 C 5.733 -3.654 -1.547  0.000
17 C 5.232 -4.131 -2.777  0.000
18 C 3.889 -3.910 -3.078  0.000
19 C 3.091 -3.146 -2.249  0.000
20 H -0.660 0.838 5.567  0.000
21 H 0.925 1.909 7.089  0.000
22 H 3.321 1.957 6.769  0.000
23 H 4.269 0.923 4.716  0.000
24 H 4.106 -0.345 2.925  0.000
25 H 5.240 -2.573 0.266  0.000
26 H 6.739 -3.905 -1.242  0.000
27 H 5.837 -4.754 -3.441  0.000
28 H 3.474 -4.338 -3.973  0.000
29 H 2.037 -3.050 -2.484  0.000
30 C -3.167 2.693 3.310  0.008
31 C -3.900 1.792 4.067  -0.001
32 C -3.870 0.445 3.727  0.000
33 C -3.104 0.024 2.644  0.011
34 N -2.359 0.892 1.947  0.008
35 C -2.429 2.191 2.245  0.004
36 C -3.013 -1.411 2.247  0.001
37 C -4.052 -2.301 2.561  0.002
38 C -3.920 -3.598 2.194  0.000
39 C -2.830 -4.062 1.487  0.000
40 C -1.829 -3.173 1.158  -0.001
41 C -1.880 -1.849 1.581  -0.001
42 H -3.132 3.746 3.539  0.000
43 H -4.516 2.149 4.902  0.000
44 H -4.454 -0.282 4.269  0.000
45 H -1.806 2.817 1.673  -0.008
46 H -4.976 -2.012 3.139  0.000
47 H -4.722 -4.325 2.345  0.000
48 H -2.800 -5.114 1.172  0.000
49 H -0.985 -3.551 0.596  0.000
50 C 0.132 4.215 -1.025  -0.026
51 C 1.530 3.661 -1.193  -0.009
52 C 2.708 4.409 -1.060  0.001
53 C 3.941 3.805 -1.324  0.000
54 C 4.004 2.472 -1.762  0.002
55 C 2.851 1.712 -1.909  0.002
56 C 2.920 0.328 -2.562  0.000
57 C 1.649 2.333 -1.579  0.008
58 N 0.456 1.555 -1.553  -0.012
59 C -0.269 1.502 -2.587  0.000
60 C 0.139 2.095 -3.893  -0.008
61 C -1.600 0.727 -2.477  0.019
62 C -2.034 0.336 -3.904  0.012
63 N -1.534 -0.349 -1.545  0.076
64 C -2.425 -1.421 -1.765  0.022
65 C -3.781 -1.429 -1.352  -0.051
66 C -4.353 -0.264 -0.659  0.022
67 C -4.568 -2.559 -1.579  -0.001
68 C -4.067 -3.721 -2.108  0.000
69 C -2.725 -3.723 -2.460  0.000
70 C -1.930 -2.600 -2.316  0.000
71 C -0.500 -2.705 -2.750  0.001
72 H 0.186 5.286 -0.799  0.000
73 H -0.445 3.712 -0.256  0.016
74 H -0.443 4.179 -1.951  0.012
75 H 2.654 5.445 -0.728  0.000
76 H 4.845 4.327 -1.127  0.000
77 H 4.978 2.043 -2.046  0.000
78 H 3.885 -0.160 -2.362  0.000
79 H 2.876 0.443 -3.638  0.000
80 H 2.085 -0.348 -2.263  0.000
81 H 0.936 2.862 -3.760  -0.006
82 H -0.653 2.599 -4.449  0.018
83 H 0.523 1.269 -4.513  -0.001
84 H -2.064 1.190 -4.562  0.016
85 H -3.005 -0.137 -3.837  -0.010
86 H -1.363 -0.473 -4.266  0.005
87 H -4.807 0.531 -1.310  0.003
88 H -3.634 0.283 -0.055  -0.001
89 H -5.193 -0.581 -0.016  0.001
90 H -5.601 -2.540 -1.252  0.000
91 H -4.718 -4.549 -2.268  0.000
92 H -2.261 -4.619 -2.856  0.000
93 H -0.097 -3.631 -2.395  0.000
94 H 0.074 -1.874 -2.293  0.001
95 H -0.310 -2.612 -3.819  0.000
96 S -3.100 3.205 -2.575  0.286
97 C -2.536 1.877 -1.976  0.569
98 N 0.748 2.118 1.800  0.004
99 C 0.764 3.262 2.071  -0.003
100 N 0.571 4.449 2.513  0.000
101 C 1.068 5.483 1.857  0.000
102 N 1.431 6.440 1.349  0.000